# 1
Formula: C8H24IO8
Source: the OMol25 dataset
Level of theory: ωB97M-V with the def2-TZVPD basis set

Each line ends with the natural charge from an NBO analysis.
Cartesian coordinates (Å):
I (0.686076, -0.226174, -0.541788)  -0.95
C (1.587035, 0.640880, 3.714419)  -0.10
C (1.150961, 0.607226, 5.129699)  -0.08
O (1.132597, 1.880892, 5.751833)  -0.72
O (0.809389, 1.557816, 2.822665)  -0.72
H (1.663065, -0.376803, 3.331489)  0.19
H (2.612589, 1.008495, 3.749126)  0.16
H (1.730556, -0.066035, 5.761286)  0.16
H (0.122471, 0.261607, 5.233896)  0.16
H (1.351250, 1.803937, 6.683430)  0.46
H (1.048223, 1.254646, 1.943674)  0.49
C (-1.889694, -3.589377, -4.564497)  -0.08
C (-1.004953, -2.547678, -3.809926)  -0.10
O (-0.622316, -3.154016, -2.564832)  -0.75
O (-3.266666, -3.702466, -4.156407)  -0.72
H (-1.333603, -4.523863, -4.639407)  0.16
H (-1.957245, -3.263450, -5.602438)  0.17
H (-1.524048, -1.599075, -3.672775)  0.17
H (-0.196125, -2.163714, -4.431598)  0.17
H (-0.149550, -2.497287, -2.048310)  0.51
H (-3.254790, -3.969613, -3.234407)  0.47
C (4.849399, 3.613625, 0.328804)  -0.07
C (3.936278, 2.448102, 0.055130)  -0.08
O (2.607746, 2.773826, -0.191741)  -0.74
O (4.580606, 4.225867, 1.522038)  -0.70
H (4.684379, 4.440707, -0.361708)  0.15
H (5.882140, 3.285295, 0.211552)  0.14
H (3.934941, 1.749845, 0.892108)  0.16
H (4.381725, 1.855732, -0.744098)  0.16
H (2.185544, 2.007976, -0.587761)  0.50
H (5.179405, 4.973605, 1.584755)  0.45
C (-3.284632, -0.880970, -0.834816)  -0.10
C (-4.736595, -1.275591, -0.737222)  -0.08
O (-5.622779, -0.199919, -1.085584)  -0.73
O (-3.008996, -0.014618, 0.305847)  -0.74
H (-2.999005, -0.367266, -1.752769)  0.18
H (-2.729988, -1.818600, -0.871218)  0.18
H (-5.084766, -1.697226, 0.205697)  0.17
H (-5.062085, -2.015936, -1.467999)  0.15
H (-6.331374, -0.550694, -1.630065)  0.46
H (-2.057166, 0.110291, 0.303921)  0.50

Atoms 1-6, force components in eV/Å:
-0.01 -0.13 -0.08
0.47 1.50 -1.30
-1.87 -0.03 1.23
0.52 1.00 -0.07
0.91 -1.72 2.19
-0.47 -0.06 -0.21

As for the energy above the lowest of the compared OMol25 structures with the same formula, charge and spin: 43.9 kcal per mole. The calculation puts the total energy at -33165.98011 eV. As for the total charge: -1. The value obtained for the highest occupied orbital energy is -4.93 eV.



# 2
Formula: C10H23NO3PS
Source: the OMol25 dataset
Level of theory: ωB97M-V with the def2-TZVPD basis set

Each line ends with the natural charge from an NBO analysis.
Cartesian coordinates (Å):
C (-0.017801, -1.287289, 2.172640)  -0.94
P (-0.163843, -0.285433, 0.635425)  0.79
C (0.899982, 1.212603, 0.810425)  -0.95
C (-1.910066, 0.331663, 0.565021)  -0.36
N (-2.310230, 1.315395, 1.671365)  -0.52
C (-3.150275, 0.740982, 2.767367)  -0.23
C (-4.386719, 0.011235, 2.238616)  -0.42
C (-4.294797, -0.311565, 0.746362)  -0.42
C (-2.899051, -0.829960, 0.454085)  -0.36
S (-2.931530, -1.423089, -1.263786)  0.02
H (-0.359032, -2.289864, 1.946016)  0.25
H (1.041432, -1.362592, 2.387788)  0.26
H (-0.551044, -0.912891, 3.039638)  0.21
H (0.302051, 2.116625, 0.741325)  0.22
H (1.462032, 1.214384, 1.738038)  0.25
H (1.603877, 1.228030, -0.010739)  0.27
H (-1.973396, 0.886031, -0.363067)  0.26
H (-2.806066, 2.103139, 1.251441)  0.43
H (-1.462623, 1.701094, 2.089459)  0.44
H (-2.531283, 0.105395, 3.385764)  0.23
H (-3.460074, 1.572880, 3.388470)  0.24
H (-5.288574, 0.558645, 2.482889)  0.24
H (-4.445492, -0.933174, 2.768656)  0.23
H (-5.031344, -1.071588, 0.518738)  0.26
H (-4.493704, 0.574815, 0.149219)  0.21
H (-2.661069, -1.638717, 1.133655)  0.23
H (-1.630703, -1.719145, -1.391807)  0.15
C (6.449586, 0.807086, -3.741906)  -0.26
O (5.559497, 0.524198, -2.654697)  -0.49
C (4.455476, -0.129839, -3.004175)  0.98
O (4.152444, -0.481363, -4.113351)  -0.63
O (3.722684, -0.331380, -1.898444)  -0.51
C (2.501551, -1.032013, -2.131005)  -0.26
H (7.294849, 1.336152, -3.313123)  0.20
H (6.792952, -0.115273, -4.204778)  0.20
H (5.961397, 1.436984, -4.482288)  0.20
H (2.690629, -2.024470, -2.535575)  0.20
H (1.857374, -0.471232, -2.807710)  0.19
H (2.010902, -1.126461, -1.165953)  0.18

Atoms 1-6, force components in eV/Å:
-0.28 0.49 -0.20
0.37 -0.77 -0.85
-0.53 -0.16 0.33
0.68 -0.21 0.39
-0.04 0.02 0.04
-0.55 0.19 0.31

As for the energy above the lowest of the compared OMol25 structures with the same formula, charge and spin: 0.0 kcal per mole. The calculation puts the total energy at -38493.10841 eV. As for the total charge: +1. The value obtained for the highest occupied orbital energy is -12.27 eV.



# 3
Formula: C44H132O22
Source: the OMol25 dataset
Level of theory: ωB97M-V with the def2-TZVPD basis set

Each line ends with the Löwdin charge.
Cartesian coordinates (Å):
C (-4.031427, -4.985522, 0.258225)  -0.08
C (-5.395986, -4.941717, -0.439185)  -0.30
O (-5.156638, -5.539211, -1.700759)  -0.08
H (-4.065878, -4.493801, 1.230408)  0.05
H (-3.199557, -4.532949, -0.281467)  0.05
H (-3.806343, -6.043497, 0.392894)  0.08
H (-5.636300, -3.878540, -0.439928)  0.10
H (-6.217734, -5.450825, 0.064433)  0.11
H (-4.976641, -6.477834, -1.610277)  0.08
C (3.779139, -4.464362, 4.049022)  -0.07
C (4.321209, -3.437263, 3.058517)  -0.30
O (4.049216, -3.977745, 1.800362)  -0.10
H (4.524677, -5.240829, 4.220437)  0.08
H (2.863985, -4.867140, 3.615015)  0.07
H (3.534683, -4.020176, 5.013921)  0.08
H (5.400114, -3.325386, 3.165944)  0.11
H (3.878006, -2.454222, 3.217609)  0.11
H (4.365229, -4.882595, 1.854917)  0.09
C (-3.909793, 2.046002, 6.635739)  -0.08
C (-3.481055, 0.748846, 5.965185)  -0.34
O (-4.575446, -0.122257, 5.835910)  -0.08
H (-4.698358, 2.546210, 6.073561)  0.06
H (-3.063732, 2.729688, 6.705428)  0.06
H (-4.158137, 1.797280, 7.667514)  0.08
H (-2.698858, 0.264852, 6.550004)  0.11
H (-3.165839, 0.941934, 4.939778)  0.10
H (-4.293904, -0.941054, 5.421302)  0.03
C (3.856353, 0.723093, 2.235536)  -0.07
C (4.159426, 1.712528, 1.109724)  -0.28
O (4.538070, 2.922072, 1.773147)  -0.10
H (4.747150, 0.288225, 2.688826)  0.07
H (3.294017, -0.130368, 1.856731)  0.06
H (3.261939, 1.148607, 3.044057)  0.07
H (3.197135, 1.893317, 0.630759)  0.09
H (4.826798, 1.330112, 0.337404)  0.11
H (5.472690, 2.881283, 1.988593)  0.10
C (1.432633, -7.652516, -1.286868)  -0.07
C (2.277674, -6.832630, -0.276344)  -0.29
O (2.408608, -7.654915, 0.886763)  -0.10
H (1.811824, -8.639547, -1.551620)  0.07
H (1.278067, -7.108166, -2.218481)  0.06
H (0.456829, -7.870783, -0.852981)  0.07
H (1.810422, -5.939772, 0.139076)  0.09
H (3.268540, -6.587080, -0.658431)  0.11
H (3.303005, -7.542401, 1.216906)  0.07
C (1.311068, 0.686006, -3.870738)  -0.04
C (2.025468, -0.014832, -5.075753)  -0.33
O (2.976462, 0.813785, -5.568384)  -0.07
H (2.040584, 0.914093, -3.093628)  0.05
H (0.467674, 0.166377, -3.416029)  0.05
H (0.941517, 1.646318, -4.230359)  0.05
H (1.374657, -0.330755, -5.891061)  0.11
H (2.541221, -0.904124, -4.713446)  0.10
H (3.796904, 0.634746, -5.103183)  0.03
C (-0.556856, 3.760657, -6.275103)  -0.08
C (-0.749339, 5.065785, -5.554443)  -0.32
O (-1.099343, 5.996748, -6.581615)  -0.09
H (0.330591, 3.856566, -6.900684)  0.08
H (-1.470441, 3.581809, -6.842095)  0.08
H (-0.321307, 2.952066, -5.583155)  0.05
H (0.205327, 5.364638, -5.121564)  0.10
H (-1.458171, 5.165101, -4.732376)  0.11
H (-2.059095, 6.007528, -6.600525)  0.08
C (1.583120, -4.023493, -6.954073)  -0.08
C (0.782153, -3.585446, -5.747080)  -0.33
O (1.656494, -3.410269, -4.630575)  -0.09
H (0.934988, -4.080393, -7.828604)  0.08
H (1.981716, -5.018318, -6.755243)  0.07
H (2.428195, -3.351394, -7.103133)  0.07
H (-0.050400, -4.271992, -5.593397)  0.10
H (0.273491, -2.632718, -5.894285)  0.10
H (1.078464, -3.142070, -3.912559)  0.03
C (-5.527259, 0.708152, -0.757110)  -0.07
C (-6.477745, -0.195574, 0.040130)  -0.29
O (-7.127197, 0.665626, 0.940976)  -0.08
H (-6.090444, 1.535158, -1.189538)  0.08
H (-5.179126, 0.143872, -1.622262)  0.06
H (-4.775004, 1.281813, -0.215700)  0.06
H (-5.857795, -0.951207, 0.522602)  0.08
H (-7.234157, -0.658091, -0.593921)  0.12
H (-7.848112, 0.145460, 1.303351)  0.10
C (-0.206795, -3.136952, 3.185099)  -0.09
C (-0.309874, -4.396124, 2.383181)  -0.33
O (-1.054799, -5.366046, 3.090212)  -0.06
H (0.050911, -2.248215, 2.609050)  0.07
H (0.557020, -3.156020, 3.962473)  0.07
H (-1.138838, -2.975917, 3.726830)  0.07
H (0.672060, -4.778245, 2.104090)  0.10
H (-0.803837, -4.145386, 1.444444)  0.08
H (-0.835387, -6.242279, 2.765124)  0.08
C (4.641905, 5.130852, 4.309695)  -0.09
C (3.913871, 4.150105, 5.217162)  -0.30
O (2.504454, 4.401737, 5.104538)  -0.10
H (4.146729, 5.318596, 3.356992)  0.06
H (5.665741, 4.804533, 4.127001)  0.07
H (4.664635, 6.105398, 4.797402)  0.07
H (4.252894, 4.123483, 6.252756)  0.11
H (4.116660, 3.148663, 4.837566)  0.09
H (2.250763, 4.085793, 4.234234)  0.02
C (-4.189997, 3.819696, 3.516259)  -0.06
C (-5.047310, 2.613988, 2.992961)  -0.33
O (-5.956018, 3.071110, 2.040783)  -0.07
H (-3.396817, 3.539294, 4.209330)  0.05
H (-4.851876, 4.414240, 4.145963)  0.07
H (-3.792710, 4.374306, 2.666154)  0.06
H (-5.606681, 2.076707, 3.758817)  0.11
H (-4.327759, 1.893390, 2.604265)  0.09
H (-6.311437, 2.257540, 1.675559)  0.03
C (6.169928, 2.574603, -3.661506)  -0.06
C (5.924706, 1.117342, -3.112673)  -0.29
O (5.369585, 0.399841, -4.168661)  -0.09
H (5.380024, 2.950308, -4.311895)  0.07
H (7.113625, 2.547964, -4.206329)  0.07
H (6.295283, 3.269704, -2.831312)  0.07
H (5.134220, 1.232000, -2.370985)  0.08
H (6.825886, 0.682290, -2.680572)  0.12
H (5.857405, -0.424412, -4.233829)  0.10
C (-0.116918, 0.985889, 1.067105)  -0.06
C (0.247324, 0.638513, -0.374304)  -0.27
O (0.011580, -0.750292, -0.625937)  -0.09
H (0.331303, 0.268218, 1.754236)  0.07
H (-1.194489, 0.883899, 1.195715)  0.07
H (0.273455, 1.935613, 1.432816)  0.06
H (1.309101, 0.872397, -0.452075)  0.09
H (-0.257786, 1.248631, -1.123102)  0.10
H (0.755937, -1.235959, -0.263079)  0.04
C (1.659513, 4.197169, -2.278243)  -0.07
C (3.171067, 3.893375, -2.225400)  -0.34
O (3.896838, 4.954407, -2.724238)  -0.05
H (1.484183, 5.200040, -1.888850)  0.08
H (1.008161, 3.496253, -1.756167)  0.05
H (1.274043, 4.173417, -3.297525)  0.06
H (3.327818, 2.953543, -2.754772)  0.08
H (3.524309, 3.598789, -1.237196)  0.10
H (3.818114, 4.995061, -3.680145)  0.09
C (-3.133202, -1.739437, 1.886718)  -0.07
C (-4.355801, -1.850058, 2.748077)  -0.29
O (-3.934801, -2.126951, 4.083586)  -0.08
H (-2.554749, -0.877441, 2.219045)  0.07
H (-3.235798, -1.649071, 0.805325)  0.08
H (-2.501071, -2.618031, 2.015480)  0.05
H (-4.984417, -2.669967, 2.400703)  0.10
H (-4.938767, -0.929259, 2.767629)  0.11
H (-3.965536, -3.086116, 4.109233)  0.10
C (3.560945, -1.778888, -1.392057)  -0.06
C (2.549499, -2.807452, -0.866514)  -0.28
O (2.050887, -2.350538, 0.367503)  -0.10
H (3.185497, -0.756573, -1.436953)  0.06
H (3.984928, -2.085584, -2.348230)  0.07
H (4.445665, -1.715188, -0.758573)  0.07
H (3.086975, -3.752378, -0.786963)  0.11
H (1.675119, -2.883972, -1.512814)  0.09
H (2.605395, -2.780406, 1.022736)  0.05
C (-2.773249, -0.289732, -4.709540)  -0.08
C (-3.057482, 1.059328, -4.080678)  -0.30
O (-4.463971, 1.183445, -3.828919)  -0.09
H (-3.360816, -0.465154, -5.610698)  0.08
H (-3.032795, -1.066443, -3.990204)  0.07
H (-1.725804, -0.402379, -4.989320)  0.06
H (-2.710900, 1.809568, -4.791384)  0.09
H (-2.455908, 1.181181, -3.179915)  0.10
H (-5.001504, 1.166667, -4.624134)  0.08
C (-2.222191, 3.582862, -0.369451)  -0.08
C (-1.952819, 4.329885, -1.639510)  -0.32
O (-1.209967, 5.486450, -1.324792)  -0.09
H (-2.728684, 2.635866, -0.555909)  0.07
H (-2.769176, 4.163298, 0.373513)  0.08
H (-1.288372, 3.311313, 0.122833)  0.05
H (-2.858494, 4.677254, -2.136710)  0.12
H (-1.354149, 3.646964, -2.242250)  0.10
H (-1.653243, 6.032956, -0.671758)  0.08
C (-0.630899, -4.360222, -1.663836)  -0.07
C (-1.415256, -3.296983, -2.479836)  -0.30
O (-0.551998, -2.263420, -2.820668)  -0.11
H (0.146954, -4.813671, -2.278187)  0.07
H (-1.339155, -5.159107, -1.444164)  0.06
H (-0.330358, -3.962333, -0.694578)  0.06
H (-2.199622, -2.913722, -1.827151)  0.11
H (-1.779292, -3.795664, -3.378109)  0.12
H (-0.427850, -1.697064, -2.055524)  0.03
C (0.116752, 1.700656, 5.242906)  -0.07
C (0.042419, 0.170791, 5.266654)  -0.26
O (1.403303, -0.288316, 4.949071)  -0.12
H (-0.729806, 2.129757, 5.778927)  0.06
H (0.116159, 2.072158, 4.218165)  0.06
H (0.962537, 2.171040, 5.744400)  0.07
H (-0.664188, -0.285995, 4.573721)  0.10
H (-0.119999, -0.161880, 6.291856)  0.10
H (1.923440, 0.100804, 5.655921)  0.06
C (0.276119, 5.308587, 2.040128)  -0.06
C (1.502067, 4.624126, 1.424347)  -0.28
O (2.016057, 3.842535, 2.479935)  -0.11
H (-0.422695, 4.510897, 2.292006)  0.06
H (-0.182183, 6.002697, 1.335660)  0.07
H (0.466297, 5.828049, 2.979329)  0.08
H (2.198808, 5.418588, 1.157005)  0.12
H (1.240943, 4.043834, 0.539376)  0.09
H (2.824359, 3.484417, 2.105782)  0.03

Atoms 1-6, force components in eV/Å:
-0.60 -0.60 1.09
1.81 -0.03 0.35
-0.85 0.83 -1.10
0.03 -0.16 0.23
-0.45 0.10 -0.41
0.39 -0.02 0.31

As for the energy above the lowest of the compared OMol25 structures with the same formula, charge and spin: 25.7 kcal per mole. The calculation puts the total energy at -92807.08686 eV. The value obtained for the highest occupied orbital energy is -9.48 eV.



- Which formula does entry 1 have?
  C8H24IO8



- highest occupied orbital energy of number 3 (C44H132O22)?
  -9.48 eV